{
  "formula": "C21H35FN4O28S6",
  "method": "wB97M-V/def2-TZVPD",
  "elements": ["N", "C", "N", "N", "C", "C", "C", "F", "C", "O", "C", "C", "O", "N", "O", "C", "C", "O", "H", "H", "H", "H", "H", "H", "H", "H", "H", "H", "H", "C", "C", "O", "S", "O", "O", "O", "H", "H", "H", "H", "C", "C", "O", "S", "O", "O", "O", "H", "H", "H", "H", "C", "C", "O", "S", "O", "O", "O", "H", "H", "H", "H", "C", "C", "O", "S", "O", "O", "O", "H", "H", "H", "H", "C", "C", "O", "S", "O", "O", "O", "H", "H", "H", "H", "C", "C", "O", "S", "O", "O", "O", "H", "H", "H", "H"],
  "positions_angstrom": [[1.320885, 2.967584, -1.797946], [-0.031845, 3.579540, -1.633809], [-0.844166, 3.566475, -2.838750], [0.127440, 4.954915, -1.206638], [-0.798777, 2.805567, -0.525365], [-0.139677, 1.524456, -0.134433], [-0.210721, 0.384681, -0.821754], [-0.908629, 0.270885, -1.971495], [0.467401, -0.847344, -0.340786], [-0.013926, -1.954743, -0.439859], [1.764030, -0.580156, 0.331744], [2.898404, -1.555190, 0.193015], [4.138123, -0.837090, 0.117195], [4.204673, -0.228344, -1.128327], [5.125535, 0.485957, -1.209322], [1.856830, 0.547496, 1.034517], [0.686341, 1.458169, 1.102783], [0.417130, 2.082689, 2.100321], [1.277675, 2.128056, -2.362241], [1.939406, 3.636465, -2.238622], [-0.465113, 4.200442, -3.535329], [-0.796209, 2.645038, -3.260569], [0.783011, 4.968968, -0.430967], [0.571824, 5.487855, -1.948524], [-0.827458, 3.457783, 0.343373], [-1.813177, 2.603694, -0.856657], [2.986065, -2.218222, 1.047445], [2.784280, -2.130623, -0.723878], [2.747974, 0.830899, 1.577113], [2.831593, 1.444113, 4.714045], [3.369877, 1.217980, 6.109351], [3.601855, -0.203553, 6.161391], [4.049165, -0.737419, 4.728941], [5.461672, -0.840116, 4.663905], [3.221621, -1.839733, 4.387170], [3.601956, 0.544739, 3.890251], [1.783307, 1.157859, 4.640722], [2.961149, 2.465946, 4.370427], [2.657376, 1.494785, 6.879936], [4.318222, 1.734077, 6.269799], [5.856048, 3.611292, -1.911192], [6.317663, 3.909603, -0.500744], [5.930859, 5.278187, -0.292543], [4.569948, 5.581307, -1.069025], [3.469663, 5.450157, -0.181886], [4.747596, 6.750203, -1.847991], [4.592658, 4.290390, -2.012853], [6.535681, 4.023282, -2.659087], [5.710596, 2.551776, -2.087043], [7.391896, 3.814307, -0.376192], [5.804203, 3.284378, 0.231975], [-2.665168, 0.378311, -4.628651], [-3.882101, 0.225064, -5.512878], [-4.122709, 1.555040, -6.005828], [-2.738236, 2.322502, -6.201203], [-2.321926, 2.231011, -7.554323], [-2.816675, 3.571516, -5.538899], [-1.835475, 1.317764, -5.334970], [-2.926261, 0.797439, -3.655711], [-2.119646, -0.551097, -4.492693], [-4.744152, -0.134335, -4.966088], [-3.680547, -0.428844, -6.365771], [-6.380319, -3.847196, -5.166670], [-5.450227, -4.668224, -4.296258], [-4.878359, -3.700107, -3.400647], [-5.957910, -2.570588, -3.063856], [-6.598464, -2.860538, -1.836958], [-5.349066, -1.306299, -3.290563], [-6.964545, -2.902342, -4.256769], [-5.835639, -3.301238, -5.939041], [-7.168711, -4.439177, -5.621634], [-4.655661, -5.148167, -4.859424], [-5.992053, -5.412426, -3.710672], [-0.332924, -1.808614, 6.464752], [-1.671320, -1.537460, 7.124248], [-1.676403, -0.112434, 7.325375], [-0.897098, 0.600350, 6.130938], [-1.813207, 1.054206, 5.152325], [0.074776, 1.472339, 6.692807], [-0.160993, -0.700229, 5.567304], [0.484984, -1.804459, 7.186914], [-0.317923, -2.734153, 5.897008], [-1.779011, -2.033375, 8.083913], [-2.505774, -1.802859, 6.473350], [-2.014150, -5.158799, -0.017605], [-0.824326, -4.796072, 0.844009], [-1.210629, -5.226014, 2.160989], [-2.116336, -6.537704, 2.062035], [-1.316124, -7.691424, 2.260318], [-3.291969, -6.322212, 2.823605], [-2.450599, -6.425647, 0.502098], [-2.824923, -4.436462, 0.089482], [-1.756653, -5.269222, -1.066742], [-0.619141, -3.732757, 0.844767], [0.071661, -5.344533, 0.546026]],
  "forces_ev_per_angstrom": [[-0.289, 0.139, 0.433], [0.417, -0.156, -0.286], [0.126, -0.021, -0.070], [0.049, -0.135, 0.006], [0.086, -0.061, 0.150], [-0.234, -0.261, -0.525], [-0.140, 0.362, 0.160], [-0.029, -0.066, 0.301], [-0.216, -0.106, 0.075], [0.226, -0.037, -0.422], [0.114, 0.308, 0.447], [-0.078, 0.064, -0.290], [0.160, 0.096, 0.135], [-0.110, -0.030, -0.105], [0.106, -0.067, 0.126], [0.146, -0.213, -0.115], [0.111, 0.053, 0.014], [0.173, 0.184, -0.092], [0.073, 0.006, -0.117], [0.054, -0.066, -0.129], [-0.058, 0.093, 0.021], [-0.179, -0.042, -0.021], [-0.024, 0.081, 0.056], [-0.095, 0.084, -0.022], [-0.182, -0.084, 0.134], [-0.088, 0.193, -0.036], [0.049, -0.078, 0.052], [-0.089, -0.205, 0.064], [-0.007, -0.094, 0.155], [-0.439, -0.062, 0.153], [0.201, 0.247, 0.006], [-0.149, -0.073, -0.103], [-0.128, 0.273, 0.084], [0.049, -0.091, -0.080], [0.018, -0.155, -0.018], [0.243, 0.079, 0.057], [-0.002, 0.084, -0.005], [0.117, -0.069, -0.164], [-0.061, -0.178, 0.012], [0.004, -0.027, -0.014], [0.261, 0.052, -0.155], [-0.144, -0.251, 0.135], [0.024, 0.068, -0.184], [0.195, -0.225, 0.010], [-0.155, 0.061, -0.026], [-0.041, 0.122, 0.040], [-0.058, -0.019, 0.140], [0.003, 0.035, 0.038], [-0.176, 0.015, -0.029], [0.020, 0.187, 0.019], [0.007, -0.025, -0.026], [-0.174, 0.052, 0.257], [0.102, -0.228, -0.268], [0.086, 0.064, 0.178], [-0.043, -0.207, 0.163], [0.083, 0.043, -0.042], [-0.030, 0.135, -0.109], [-0.005, -0.060, -0.134], [-0.016, -0.007, -0.019], [0.117, 0.054, -0.073], [-0.096, 0.260, -0.058], [0.040, 0.021, 0.014], [0.168, 0.024, -0.176], [-0.186, -0.201, 0.065], [0.042, 0.124, -0.160], [-0.020, -0.124, -0.111], [-0.056, 0.075, 0.073], [0.031, -0.082, 0.176], [0.013, -0.092, 0.114], [0.004, -0.013, 0.007], [-0.112, 0.066, 0.090], [0.117, 0.098, 0.067], [-0.015, 0.005, -0.018], [0.119, -0.071, 0.242], [-0.138, -0.163, -0.186], [0.225, -0.021, 0.029], [-0.001, -0.304, 0.045], [0.040, 0.133, -0.058], [-0.017, 0.166, 0.012], [-0.154, 0.037, -0.085], [-0.008, 0.001, -0.003], [0.007, 0.078, -0.139], [0.006, 0.149, 0.084], [0.018, -0.010, -0.004], [-0.140, 0.255, 0.042], [0.224, -0.128, -0.165], [-0.199, 0.056, -0.034], [0.084, 0.147, -0.162], [-0.045, -0.106, 0.023], [-0.012, -0.027, 0.120], [0.142, -0.055, 0.021], [0.012, 0.006, 0.004], [-0.017, -0.159, 0.004], [-0.038, 0.029, 0.194], [-0.019, -0.007, -0.013]],
  "e_lumo_ev": -1.464,
  "smiles": "NC(N)(N)CC1=C(F)C(=O)C(CON=O)=CC1=O.O=S1(=O)OCCO1.O=S1(=O)OCCO1.O=S1(=O)OCCO1.O=S1(=O)OCCO1.O=S1(=O)OCCO1.O=S1(=O)OCCO1",
  "homo_ev": -9.1,
  "energy_ha": -5635.69241,
  "total_charge": 0
}

{
  "formula": "C21H35FNiP2",
  "method": "wB97M-V/def2-TZVPD",
  "elements": ["P", "P", "C", "C", "H", "H", "H", "H", "C", "H", "H", "H", "C", "H", "H", "H", "C", "H", "H", "H", "C", "H", "H", "H", "Ni", "C", "C", "C", "C", "C", "C", "C", "C", "C", "H", "H", "H", "H", "H", "H", "H", "H", "H", "H", "H", "H", "H", "H", "H", "F", "C", "C", "C", "C", "C", "C", "H", "H", "H", "H"],
  "positions_angstrom": [[-0.125400, -2.230567, -2.147355], [0.259502, 1.762154, -2.169427], [-0.445241, -0.873760, -3.371268], [0.429435, 0.415284, -3.392676], [-1.499793, -0.637101, -3.346335], [-0.273720, -1.340358, -4.319338], [1.499734, 0.171949, -3.409718], [0.214283, 0.926197, -4.327551], [-1.301261, 2.588929, -2.529713], [-1.574793, 3.264206, -1.702945], [-2.131077, 1.881679, -2.626183], [-1.231636, 3.189488, -3.435003], [1.437168, 3.029339, -2.624812], [1.119134, 3.509784, -3.536670], [2.420911, 2.604379, -2.774545], [1.520828, 3.805333, -1.857701], [-1.256911, -3.474904, -2.766125], [-1.333978, -4.336164, -2.099960], [-0.946151, -3.877819, -3.732511], [-2.267708, -3.100047, -2.911355], [1.465041, -2.958724, -2.551208], [2.245000, -2.204270, -2.721478], [1.371189, -3.548838, -3.484749], [1.798621, -3.645281, -1.770866], [1.649460, -0.991714, 2.998543], [0.181429, 1.894969, -0.436408], [-1.316956, 1.593512, -0.073051], [-1.767173, 0.274983, -0.648262], [-1.724451, -1.172157, 0.095762], [-0.558064, -2.095733, -0.473046], [0.746700, -1.732197, 0.150695], [1.350395, -0.523920, -0.383286], [1.303847, 0.888909, 0.235890], [0.401920, -2.518429, 3.710292], [0.590199, 2.868959, -0.178717], [-1.488784, 1.729317, 0.993244], [-1.048759, 0.096059, -1.441470], [-2.773704, 0.294548, -1.027091], [-1.654804, -1.160334, 1.176792], [-2.639455, -1.707554, -0.238514], [-0.762915, -3.112947, -0.167186], [1.430766, -2.465171, 0.574374], [0.919610, -0.460135, -1.388620], [2.400218, -0.800523, -0.571293], [1.186610, 0.844410, 1.358400], [2.244981, 1.336249, 0.006262], [1.171028, -2.544975, 4.525394], [0.420400, -3.436616, 3.052686], [-0.652499, -2.320290, 4.128421], [-0.325469, 3.331829, 6.911111], [-0.213631, 2.548290, 5.793341], [1.029809, 2.355987, 5.213838], [1.163478, 1.490813, 4.094810], [0.122101, 0.711345, 3.630790], [-1.153956, 1.038473, 4.107484], [-1.307214, 1.916213, 5.227619], [1.895544, 2.821833, 5.626569], [2.137992, 1.378888, 3.634229], [-2.076072, 0.611817, 3.703263], [-2.275737, 2.094405, 5.686608]],
  "forces_ev_per_angstrom": [[-0.927, -0.227, -1.380], [-1.241, 1.845, -1.135], [0.786, 0.670, 0.282], [0.240, -0.692, 0.092], [-0.293, 0.072, 0.162], [0.137, -0.393, -0.825], [-0.201, -0.089, -0.017], [-0.059, 0.176, -0.306], [-0.774, 0.437, -0.740], [0.328, -0.314, -0.326], [0.177, 0.128, -0.071], [-0.004, -0.117, -0.274], [0.770, 0.041, -0.309], [0.005, 0.080, -0.431], [0.348, -0.029, -0.073], [-0.184, -0.316, -0.047], [-0.494, -0.818, -1.015], [0.180, 0.198, 0.187], [0.056, 0.093, -0.067], [-0.076, 0.246, 0.193], [0.712, -0.142, -0.530], [-0.218, -0.140, 0.294], [-0.133, 0.422, 0.352], [-0.158, 0.252, 0.076], [-2.850, 0.149, 0.422], [-0.151, -2.986, 3.124], [2.345, -1.394, 1.517], [0.647, -1.053, 1.072], [-0.511, 0.064, -2.222], [0.861, 1.431, 3.862], [0.376, -0.380, 0.262], [0.918, -0.477, 0.046], [-1.520, 0.224, 0.367], [0.504, -0.116, -0.257], [-0.563, 0.286, -0.032], [-0.358, 0.426, -0.064], [-0.529, -0.051, -0.532], [-0.521, 0.367, -0.424], [0.276, 0.079, 0.099], [-0.067, 0.554, 0.518], [-0.344, -0.452, -0.045], [-0.597, -0.055, -0.010], [0.080, 0.741, -0.655], [0.283, 0.610, 0.152], [-0.315, 0.026, -0.941], [0.912, 0.685, -0.100], [-0.861, -0.797, -0.030], [-0.008, 0.632, 0.964], [1.731, -0.006, -0.744], [-0.156, -0.223, -0.356], [0.596, -0.698, -0.793], [0.064, -0.358, -0.653], [-0.585, 0.831, 1.861], [0.312, -0.358, -2.057], [0.319, 0.730, 1.634], [-0.451, -0.260, -0.497], [0.480, 0.470, 0.307], [0.545, 0.167, 0.143], [0.248, -0.184, 0.143], [-0.084, -0.008, -0.172]],
  "e_lumo_ev": [-0.539, -0.652],
  "homo_ev": [-4.3, -4.5],
  "relative_energy_kcal_mol": 96.8,
  "energy_ha": -3111.52208,
  "multiplicity": 3,
  "total_charge": 0
}